(1)
95
Properties=species:S:1:pos:R:3 method="wB97M-V/def2-TZVPD" multiplicity=3 s2=2.016 total_charge=+1 e_homo_ev="-10.63 / -10.93"
C -3.66285 -8.15513 21.49634
C 0.26422 -3.56142 19.09397
C -1.40382 -14.31377 19.17572
Cl 3.22380 -14.35909 18.68985
C 2.43122 -13.56776 17.33131
H 1.37620 -11.42431 11.23873
H -4.19709 -5.76629 14.45373
C 2.99249 -10.39363 14.03479
C -3.55643 -10.67358 20.46260
H 3.95706 -10.22137 14.40379
C -1.18549 -14.67059 21.53376
H -4.89112 -11.22310 22.08971
S -0.35642 -5.90565 20.06465
H -3.69980 -7.12277 21.87620
H -1.09423 -15.23868 22.43688
H 1.69507 -9.10646 22.67471
H -4.28600 -11.73740 16.69187
H 1.66032 -10.92948 18.11490
C -2.52132 -7.19740 14.35682
H -8.09947 -10.41469 18.00560
S 2.32157 -7.84208 17.74697
C 1.06497 -7.20144 16.76377
C -1.24881 -12.93987 19.39956
H -0.62739 -11.25845 12.79869
H -0.65612 -8.23474 14.88515
C 0.59132 -9.57191 20.84358
C 2.83506 -10.75937 19.92891
N -2.98580 -9.48019 16.99615
C 0.04327 -4.23361 20.31608
C -1.38256 -7.48666 15.13545
H -0.71641 -12.70892 22.60263
Br 4.43413 -10.33919 22.16129
C -5.20716 -8.94630 23.25856
H 3.43618 -7.17900 14.40553
H 0.85878 -6.48753 14.77921
Se -1.66621 -13.22253 16.94496
C -0.92554 -13.22443 21.66133
C 1.91309 -10.39961 14.88450
O -0.26232 -10.28966 16.60371
H -3.54188 -11.65587 19.99089
C 1.72754 -9.61231 21.71798
H 3.18991 -12.93118 16.85996
C -1.41528 -15.22384 20.31841
C 1.49827 -6.93505 15.50121
C -1.30685 -6.68099 16.23762
C -4.88009 -10.96982 17.17025
H 0.06578 -3.89080 21.31352
C 2.84210 -10.20353 21.19869
Cl 4.14184 -10.94719 11.67478
H -6.98437 -8.23501 18.71051
C -3.34076 -6.26988 14.93612
C 0.42100 -11.12170 13.14319
C -6.21751 -11.25245 17.34918
H 0.45627 -2.49382 19.04984
C -4.35619 -10.47127 21.55522
H -1.61914 -16.29464 20.25400
H -4.68852 -7.78807 18.23988
Cl 1.87830 -14.68420 16.09900
H -2.75782 -7.73050 13.44586
H -2.83781 -8.54412 16.66623
N -5.90189 -8.69132 24.14959
N 0.55384 -10.04444 19.63668
H 2.07057 -10.13980 15.94595
C -0.19182 -5.71112 18.35935
H 0.25432 -4.05335 16.99001
H 1.58580 -13.00746 17.69014
C -2.77608 -9.69911 19.85618
H -6.66590 -12.19766 16.99425
H 3.72436 -11.22854 19.53264
C -0.45381 -10.78732 15.43067
C 0.65132 -10.77607 14.49591
C 1.52022 -11.08126 12.24438
C -5.11800 -8.76107 17.97344
C 2.77485 -10.81391 12.73321
C -0.33774 -6.87495 17.37739
C -4.31607 -9.71423 17.38208
H -0.35217 -9.14406 21.13563
N -0.94164 -12.43958 20.65107
O -0.73569 -7.99378 18.21084
H -2.73262 -10.12108 16.22561
C -7.03904 -10.27673 17.85859
N -1.67245 -14.71626 17.96108
O -1.54275 -11.28299 15.13744
H 4.40419 -8.17011 16.58375
C 2.89397 -7.31109 15.32277
N -1.28944 -12.12341 18.36473
H -2.29315 -7.58937 19.97474
W -1.29959 -9.77382 18.31705
C 1.67503 -10.60995 19.16869
C -6.45063 -9.02242 18.20478
S -2.61150 -5.58094 16.31079
C 3.40905 -7.80414 16.45039
C 0.10229 -4.41336 18.01606
C -2.85488 -8.43009 20.39268
C -4.34705 -9.16781 22.09434

=====

(2)
94
Properties=species:S:1:pos:R:3 method="wB97M-V/def2-TZVPD" multiplicity=1 total_charge=-1 e_homo_ev=-4.01
H 2.54464 0.23230 -2.92257
H 1.22169 -2.79709 1.62354
C 0.14980 -2.64021 1.66396
C -4.00032 1.36238 -1.42216
H -4.63806 -1.86822 -0.22263
S 0.00252 3.58653 -2.04899
C -4.44436 -2.08744 -2.34536
H 4.90443 -1.39936 2.36163
H -3.21489 2.37190 2.47961
H -4.26365 1.60648 0.69663
C -0.69515 0.64465 -3.09477
H -0.18794 4.92640 3.03900
O 3.47188 4.02393 0.63460
C -0.94702 0.43813 -4.44461
C 0.20162 0.74143 2.77604
H -5.04656 1.50718 -1.65951
C -0.88461 -5.61705 -1.90330
C 1.08203 -5.44402 -0.54602
N -0.42288 0.72777 1.60796
C 1.48265 6.76369 -0.41544
C 0.20929 -7.61196 -1.11087
C -1.75101 -2.56001 -1.87761
H -1.95115 0.48663 -4.84013
C -1.60813 1.88071 3.81684
H 2.25344 -0.14089 -5.38528
N -0.36653 4.90892 0.21098
C -3.08955 1.10121 -2.43023
O 3.66440 -2.30969 0.64074
C -3.56818 1.42613 -0.11048
H 1.95331 -7.29006 0.10215
H 1.83004 -4.83922 -0.04218
C -1.62727 1.28408 1.50955
C 0.29648 4.89987 -0.96829
H -3.96748 -2.32482 -4.42550
H -3.64435 -1.85020 1.78352
C -1.85198 -2.15599 2.91579
C 1.57128 0.29364 -3.40224
H -1.73071 5.38322 2.32298
O 2.98006 2.00732 -0.72612
C 4.68929 -0.35143 2.51413
C -2.61155 -2.30304 -0.80175
C -3.58578 -2.32304 -3.41163
H -5.49594 -1.90456 -2.53053
C -0.58903 -2.58967 0.49334
O 4.28134 -0.65100 -1.42763
H 5.07533 2.10128 4.81894
C 4.11990 2.32106 2.91453
C 4.01971 0.35393 1.51335
H -0.05227 0.00387 -6.34129
H 0.19412 1.29153 4.84884
H -1.55139 -7.60642 -2.33761
C -0.80704 -7.00277 -1.83216
H -2.33817 -1.97294 3.86637
O 1.45013 2.65606 0.94642
H 1.23326 7.51202 1.59786
C -2.21582 1.23830 0.14670
O 1.77529 -0.48922 -0.08853
C 5.06765 0.26561 3.69730
H 4.11247 -2.79959 -0.06154
C 1.15517 -6.82677 -0.46468
C -3.96144 -2.06849 -1.04464
C -0.69590 5.69829 2.45476
C -2.23495 -2.55204 -3.17630
C -0.49182 -2.44297 2.87884
As 0.09210 -2.84923 -1.30857
C -2.25875 1.88115 2.59539
H -0.66004 6.63587 3.01110
H -1.69491 -5.15811 -2.45722
H -3.41504 1.05294 -3.45805
C -0.35477 1.29572 3.91707
H 3.90590 3.37478 3.03841
C -0.02330 5.81148 1.11567
C 3.73967 1.70193 1.72997
C 4.77869 1.60784 3.90192
C 0.05781 -4.82473 -1.25815
N -1.34509 0.99760 -0.82666
N 0.54379 0.57503 -2.60743
H 2.20808 7.51714 -0.71320
C 0.93618 6.78237 0.85667
C -1.75568 0.92333 -2.09331
C 0.11915 0.15943 -5.28340
As 3.42408 -0.66544 -0.04584
H 1.19381 0.30214 2.78354
C 1.39919 0.07944 -4.76105
H -2.06563 2.35139 4.67810
S 2.86857 2.72597 0.54287
H 5.59032 -0.30439 4.45553
Mg 0.84007 1.23705 -0.50431
N 1.18390 5.85388 -1.32684
H 0.26496 -8.69172 -1.05146
H -1.56187 -2.71887 -4.01003
C -1.95988 -2.31610 0.52118
H 0.07529 -2.47903 3.80117
C -2.58692 -2.08514 1.74263